231
Properties=species:S:1:pos:R:3:forces:R:3 method="wB97M-V/def2-TZVPD" multiplicity=4 homo_energy_ev="-17.04 / -17.04" lumo_energy_ev="-10.422 / -9.044" max_force_ev_per_a=4.76 de_lowest_kcal_mol=9.2 charge=+5 gap_ev="6.61 / 7.99" energy_ev=-194213.1803 s2=3.759
Cr -1.1814 0.0883 0.8973 -2.18 1.16 0.52
C 3.8977 -0.7110 0.8974 0.65 -0.44 1.11
O 3.7214 0.1767 -0.1711 -1.03 0.28 -1.56
C 4.8665 0.4190 -0.9377 0.68 -0.79 -0.36
C 4.6160 1.5079 -1.9599 -0.64 1.43 0.73
N 3.3455 1.2042 -2.7899 2.80 -0.34 -0.99
H 2.8221 0.5505 -2.2254 -1.05 -0.12 0.29
H 2.8541 2.0746 -2.9352 -0.75 -0.06 0.23
C 3.6286 0.5648 -4.2063 -0.10 1.39 1.82
C 2.3490 0.0498 -4.8071 -0.91 1.10 -0.80
O 1.2426 1.0223 -4.8576 2.97 0.03 1.50
C 0.0651 0.4357 -5.3107 -0.98 -1.15 -0.35
H 4.7263 -1.3892 0.6938 0.25 -0.06 0.06
H 3.0577 -1.3441 1.1830 -0.53 0.34 -0.77
H 4.0974 -0.1260 1.7952 0.32 0.02 0.12
H 5.2183 -0.4067 -1.5562 -0.38 -1.12 0.13
H 5.7081 0.5507 -0.2577 0.28 0.94 -0.22
H 5.4463 1.8016 -2.6021 0.07 -0.83 -0.20
H 4.4657 2.4297 -1.3980 -0.74 0.12 -0.08
H 4.3753 -0.2089 -4.0273 -0.32 -0.28 -0.08
H 4.1477 1.3174 -4.7998 -0.29 0.25 0.08
H 2.1007 -0.8683 -4.2746 -0.58 -0.08 -0.23
H 2.6183 -0.1027 -5.8523 -0.12 -0.83 -0.11
H -0.7221 1.1740 -5.4642 0.39 0.27 -0.19
H -0.3634 -0.2620 -4.5912 0.10 -0.21 0.16
H 0.2953 -0.1038 -6.2294 -0.45 -0.01 -0.27
C 3.3049 0.2536 7.4807 -1.32 0.96 0.44
O 3.1020 1.6327 7.0362 0.34 -0.47 -0.70
C 1.9987 2.3688 7.5522 0.21 0.61 0.36
C 1.7510 3.7171 6.7691 -0.24 -1.26 -0.52
N 1.8542 3.4714 5.2349 1.54 0.96 2.07
H 2.7029 2.9321 5.1406 0.20 -1.09 -0.21
H 1.0581 2.9642 4.8757 -0.47 -0.32 -0.22
C 2.1467 4.6788 4.4247 -0.73 0.36 -0.42
C 2.5781 4.2888 3.0364 0.17 -1.52 -0.12
O 3.6857 3.3794 3.1612 -0.03 0.45 -0.09
C 4.1439 2.8729 1.9116 -0.30 0.36 0.55
H 2.4419 -0.3391 7.1772 0.08 -0.17 -0.38
H 3.3212 0.1609 8.5666 0.19 0.40 0.18
H 4.2425 -0.1560 7.1051 -0.14 0.49 -0.32
H 2.2767 2.6633 8.5642 -0.29 0.18 0.22
H 1.0549 1.8288 7.6275 0.10 -0.47 -0.36
H 2.4234 4.5013 7.1167 0.34 -0.16 -0.64
H 0.7428 4.0925 6.9446 -0.01 -0.24 0.14
H 2.9116 5.2446 4.9566 -0.26 0.18 -0.08
H 1.1904 5.1823 4.2834 0.24 0.58 0.39
H 2.7571 5.1569 2.4020 0.41 0.17 0.17
H 1.7644 3.7327 2.5708 -0.30 -0.02 -0.17
H 4.9256 2.1386 2.1062 0.06 0.15 0.13
H 4.5456 3.7102 1.3409 0.14 -0.06 -0.32
H 3.3401 2.3769 1.3674 -0.20 0.02 -0.10
C -6.9945 2.1608 4.7004 0.25 0.87 -0.56
O -6.8835 2.4149 3.2859 0.51 0.84 -1.26
C -5.7011 3.1304 2.8372 0.26 -0.91 0.37
C -5.7826 3.6262 1.3676 -0.33 0.01 1.31
N -7.1991 4.1655 1.1757 0.29 0.36 -0.67
H -7.5057 3.8820 0.2561 -0.08 0.32 -0.42
H -7.7743 3.6053 1.7884 -0.61 -0.39 1.02
C -7.6155 5.6659 1.4434 0.52 -1.73 -0.25
C -8.0424 5.7805 2.9277 -0.65 -0.33 -0.16
O -8.9359 4.6956 3.2154 0.28 0.43 0.22
C -10.3056 5.0292 2.9231 0.69 0.28 -0.39
H -6.3896 2.9087 5.2130 -0.27 0.13 0.32
H -6.6200 1.1875 5.0177 -0.08 -0.18 -0.42
H -8.0586 2.2809 4.9039 0.22 -0.10 0.34
H -4.8813 2.4192 2.9377 0.29 0.41 -0.24
H -5.4546 4.0186 3.4189 -0.35 -0.08 0.62
H -5.5127 2.8172 0.6888 -0.78 0.08 -0.21
H -5.0627 4.4226 1.1791 -0.08 0.01 0.23
H -8.4893 5.8113 0.8081 -0.12 -0.13 0.16
H -6.8370 6.2645 0.9705 0.17 0.25 0.79
H -8.5716 6.7267 3.0404 0.07 0.18 -0.03
H -7.2774 5.7598 3.7038 0.38 -0.13 -0.48
H -10.3671 5.0357 1.8349 -0.71 0.03 -0.09
H -10.5054 6.0311 3.3029 -0.28 -0.05 0.05
H -10.9954 4.3100 3.3647 0.35 -0.04 -0.05
C -4.5911 -6.1845 3.3657 -0.70 0.66 -0.80
O -4.8977 -5.5658 2.0773 -0.10 -0.83 -0.38
C -3.9337 -4.8337 1.3435 0.94 0.34 1.99
C -4.1510 -4.9174 -0.1336 -0.31 -1.43 -1.01
N -4.4439 -6.4070 -0.5044 -0.96 0.37 0.07
H -3.6646 -7.0220 -0.3185 0.69 -0.01 0.11
H -5.1681 -6.6753 0.1465 -0.34 -0.26 0.62
C -4.9490 -6.6939 -1.8937 1.79 1.23 -0.86
C -3.7727 -6.5197 -2.9356 0.38 -0.52 -0.26
O -2.5883 -7.2807 -2.6604 1.12 0.27 0.90
C -1.3064 -6.6610 -3.0904 -1.46 0.03 0.47
H -5.5487 -6.6524 3.5938 0.37 -0.42 0.11
H -4.4273 -5.4643 4.1673 0.28 0.31 -0.25
H -3.7570 -6.8829 3.2978 -0.10 -0.06 -0.06
H -2.9020 -5.1109 1.5598 0.13 -0.57 0.20
H -3.9963 -3.8177 1.7333 0.07 0.44 -0.71
H -3.2761 -4.7103 -0.7499 -0.08 0.72 0.34
H -5.0190 -4.3228 -0.4183 0.02 -0.26 -0.37
H -5.6719 -5.8929 -2.0482 -0.13 -0.25 -0.45
H -5.4225 -7.6681 -2.0154 0.18 0.00 0.61
H -3.4678 -5.4797 -3.0514 -0.44 0.25 -0.03
H -4.1149 -6.9480 -3.8777 -0.52 0.57 -0.19
H -1.1112 -5.7458 -2.5315 -0.32 0.18 0.09
H -1.3449 -6.4164 -4.1519 -0.01 -0.16 -0.06
H -0.4605 -7.3118 -2.8691 -0.53 -0.47 -0.09
C 4.1594 9.4928 -4.3472 1.00 0.08 0.43
O 3.7038 8.1412 -4.6325 0.50 0.60 -1.03
C 4.5361 7.4477 -5.5685 -0.76 0.34 -0.16
C 3.6178 6.4717 -6.3116 -0.13 -0.08 1.93
N 2.9199 5.6289 -5.2499 0.57 -1.35 -1.24
H 3.6327 4.9788 -4.9511 0.34 -0.43 0.09
H 2.7580 6.1218 -4.3833 -1.12 0.97 0.17
C 1.7543 4.7437 -5.7707 0.89 1.19 1.92
C 1.1339 4.1794 -4.4989 -1.70 -0.09 1.30
O 0.7478 5.1846 -3.5443 0.46 0.19 -0.60
C -0.3595 4.8521 -2.7000 -1.25 0.04 -0.35
H 3.4816 10.3087 -4.5977 -0.73 -0.63 0.28
H 5.0547 9.7985 -4.8887 0.18 -0.64 -0.41
H 4.4919 9.5026 -3.3092 -0.51 0.24 0.11
H 5.3706 6.9946 -5.0333 0.11 -0.37 -0.09
H 4.9465 8.0867 -6.3504 0.09 0.29 0.15
H 4.1549 5.7034 -6.8678 -0.13 0.64 -0.75
H 2.8208 7.0508 -6.7781 0.30 -0.29 -0.53
H 2.1767 3.9573 -6.3962 0.00 0.12 0.03
H 1.1343 5.4200 -6.3591 -0.29 -0.27 0.24
H 1.7303 3.5045 -3.8850 0.90 -0.32 -0.65
H 0.2808 3.5478 -4.7467 -0.23 0.10 -0.31
H -0.7391 5.7247 -2.1684 0.58 0.33 -0.26
H -0.2651 4.0896 -1.9267 0.93 -0.25 -0.21
H -1.1898 4.5404 -3.3336 -0.09 -0.12 -0.16
C 7.7063 -3.3919 -0.3015 0.03 -0.42 -0.69
O 6.5861 -4.1074 -0.7545 -1.67 -0.81 -1.37
C 6.8248 -4.9727 -1.9186 -1.31 1.03 1.54
C 5.4912 -5.7455 -2.2312 0.40 0.43 -0.07
N 4.2711 -4.8299 -2.5561 0.25 -0.30 1.58
H 4.4695 -4.1673 -3.2921 0.26 0.41 -0.15
H 3.5293 -5.4101 -2.9210 -0.34 -0.48 -0.47
C 3.5871 -4.1650 -1.3409 0.10 0.89 -0.17
C 2.3637 -3.3463 -1.7487 -1.63 -0.46 -0.90
O 1.4900 -4.0847 -2.5620 0.67 -1.35 -1.70
C 0.3275 -3.4262 -3.0950 0.21 0.38 0.52
H 7.9968 -2.6764 -1.0707 0.51 0.05 0.02
H 8.4556 -4.1640 -0.1270 0.69 0.62 0.39
H 7.4133 -2.8292 0.5849 0.12 -0.28 0.10
H 7.7053 -5.5565 -1.6504 -0.37 -0.86 -0.34
H 7.1018 -4.4010 -2.8044 -0.02 0.34 -0.08
H 5.1091 -6.4284 -1.4725 0.35 0.31 0.33
H 5.6537 -6.3675 -3.1114 -0.01 0.18 -0.15
H 4.2694 -3.4279 -0.9174 0.30 -0.48 0.08
H 3.3863 -4.9487 -0.6104 -0.05 -0.01 -0.23
H 2.6522 -2.4760 -2.3381 0.37 0.55 0.29
H 1.6756 -3.0821 -0.9457 1.07 0.65 1.00
H -0.0896 -4.0492 -3.8862 -0.27 -0.31 0.68
H 0.4654 -2.4768 -3.6124 0.91 0.29 0.07
H -0.2940 -3.1682 -2.2375 -0.68 -0.39 -0.31
C 3.4375 -1.4068 4.2256 -0.82 -0.27 1.50
O 4.2337 -2.2926 3.5128 2.52 -1.05 -2.15
C 5.6635 -2.0954 3.6481 -0.82 -0.22 0.96
C 6.3088 -2.4395 5.0348 -1.38 0.81 0.29
N 6.0107 -3.8574 5.5295 0.57 1.08 -0.95
H 6.5809 -3.9315 6.3598 0.69 -0.56 0.35
H 5.0756 -3.9182 5.9065 -0.67 0.16 -0.31
C 6.3017 -5.0341 4.6122 1.80 0.43 1.95
C 7.8267 -5.0944 4.3535 -0.34 -0.58 -0.22
O 8.6311 -5.2378 5.5014 -2.13 1.34 -0.34
C 9.9762 -5.5901 5.2841 0.44 -1.46 1.41
H 3.4508 -1.9585 5.1656 -0.74 1.35 1.06
H 2.4093 -1.3328 3.8715 0.11 -0.69 -0.41
H 3.7203 -0.3543 4.2411 0.77 -0.03 0.27
H 5.8360 -1.0493 3.3952 0.57 0.05 0.21
H 6.2080 -2.7436 2.9615 -0.52 0.06 -0.51
H 5.9641 -1.8223 5.8645 -0.63 0.18 -0.18
H 7.3632 -2.1670 5.0809 0.26 -0.89 -0.55
H 5.7386 -4.9939 3.6798 -0.12 0.04 0.39
H 6.0857 -5.8564 5.2943 -0.42 -0.44 -0.64
H 8.1343 -4.2220 3.7769 0.17 -0.03 -0.40
H 7.8673 -6.0238 3.7854 0.52 0.06 -0.64
H 10.2315 -5.8678 6.3067 0.67 0.01 -0.13
H 10.7038 -4.8506 4.9496 -0.57 0.38 -0.36
H 10.0223 -6.5251 4.7258 0.15 0.14 -0.42
C -7.3845 -3.8907 -3.7179 -1.21 0.35 -1.37
O -7.5368 -2.4625 -3.5759 0.81 0.60 3.05
C -6.9111 -1.8721 -2.3480 0.62 -0.91 -1.15
C -6.9871 -0.3652 -2.3697 0.15 -0.06 -1.31
N -6.4693 0.1043 -3.7502 -0.94 2.50 1.94
H -5.4783 -0.0307 -3.8911 0.85 -0.60 0.26
H -6.9357 -0.4585 -4.4473 -0.41 -0.09 -0.51
C -6.6776 1.6363 -3.8884 -0.55 0.27 -0.99
C -5.6629 2.4885 -3.1090 0.43 -2.06 -0.81
O -4.4404 2.0333 -3.7131 -0.58 0.96 0.88
C -3.3204 2.5462 -3.0328 0.59 -0.29 0.96
H -7.8890 -4.5975 -3.0591 0.02 0.73 1.24
H -6.3737 -4.2521 -3.9070 0.17 0.51 -0.12
H -8.0473 -4.0075 -4.5754 0.66 -0.46 -0.59
H -5.8493 -2.1139 -2.3945 0.07 -0.23 -0.02
H -7.2578 -2.2314 -1.3791 -0.68 -0.27 -0.24
H -6.3762 0.1099 -1.6021 0.19 -0.33 -0.05
H -7.9997 0.0184 -2.2444 -0.05 -0.04 -0.38
H -7.7179 1.9185 -3.7263 -0.02 -0.44 0.49
H -6.5283 1.8865 -4.9388 0.22 -0.27 -0.07
H -5.6862 2.2581 -2.0439 0.19 -0.13 0.29
H -5.7950 3.5666 -3.2002 -0.26 0.01 -0.43
H -3.2340 2.1979 -2.0036 -0.09 -0.94 0.07
H -3.3618 3.6049 -2.7770 -0.08 0.56 -1.07
H -2.4343 2.2247 -3.5802 -0.07 0.33 0.03
B 0.1895 1.0761 3.7088 2.06 -0.43 1.32
F -0.2429 2.3451 3.6458 0.05 2.12 0.42
F 1.5679 0.9067 3.4312 0.44 0.67 0.28
F -0.0905 0.4955 4.9094 -0.28 -0.32 0.34
F -0.3929 0.4516 2.6349 -1.36 -2.32 -1.79
B -3.7141 -0.2118 1.0968 -3.35 -0.98 0.95
F -2.8873 -0.4222 0.0319 2.32 -0.02 -3.04
F -2.8021 -0.0334 2.1231 1.12 0.80 1.86
F -4.4069 0.9437 0.8545 -0.59 -0.20 0.17
F -4.4014 -1.4011 1.3046 -0.35 0.92 -0.05
B -3.2524 -2.0290 -3.7873 0.63 1.44 -1.32
F -3.0224 -2.8473 -2.7401 -0.02 -2.59 1.17
F -2.7939 -0.8213 -3.3522 0.14 3.02 1.21
F -2.5348 -2.2006 -4.9464 0.98 -1.67 -1.09
F -4.5820 -1.9577 -4.1633 -1.49 -0.09 0.17
B -0.6076 -2.4213 0.8203 2.28 -3.72 1.91
F -1.4778 -1.9888 1.7287 -2.30 0.66 2.70
F -0.8825 -3.7075 0.4473 0.24 -0.15 -0.62
F -0.6998 -1.4939 -0.1392 -0.13 1.68 -3.91
F 0.6710 -2.2334 1.3595 0.79 -0.59 0.00
B -1.9424 3.2802 1.1470 -1.04 3.55 1.09
F -0.9445 4.2059 1.4581 0.19 -0.29 -0.51
F -2.5968 3.6576 -0.0398 0.01 -0.36 0.38
F -1.3966 2.0364 0.9967 1.54 -3.04 -0.55
F -2.7499 3.1331 2.2542 -1.04 0.34 0.05
B 0.5436 0.8537 -0.9114 0.07 1.29 0.01
F 0.9235 -0.1289 -1.7168 1.37 -1.42 -1.83
F 1.0553 2.0902 -1.2545 0.17 -0.21 0.14
F -0.8746 0.8716 -0.8991 -0.63 0.23 -1.07
F 0.8041 0.4682 0.4192 1.12 0.46 0.77